Run i
Computed, not measured: a cluster of 12 separate species, C48H84N12 in total, with wB97M-V/def2-TZVPD.

```
144
Properties=species:S:1:pos:R:3:lowdin_charge:R:1
C 14.391 4.165 16.263 -0.09
C 14.619 2.780 16.931 -0.21
C 15.800 2.784 18.010 -0.19
C 15.378 3.578 19.174 -0.21
N 15.022 4.237 20.155 0.12
H 15.200 4.297 15.545 0.04
H 14.308 5.028 16.924 0.07
H 13.485 4.208 15.659 0.07
H 14.897 2.020 16.201 0.09
H 13.797 2.311 17.472 0.10
H 16.801 2.990 17.632 0.10
H 15.748 1.759 18.378 0.09
C 22.613 5.441 12.944 -0.11
C 23.834 6.169 13.548 -0.21
C 23.481 7.610 14.121 -0.16
C 22.446 7.675 15.154 -0.27
N 21.633 7.710 15.938 0.14
H 22.332 5.835 11.968 0.08
H 21.810 5.639 13.655 0.05
H 22.751 4.361 12.900 0.06
H 24.612 6.221 12.787 0.10
H 24.045 5.606 14.457 0.10
H 23.177 8.388 13.421 0.12
H 24.294 8.005 14.729 0.11
C 25.348 0.445 19.862 -0.10
C 24.042 1.270 19.622 -0.25
C 24.167 2.360 18.523 -0.19
C 24.541 1.803 17.209 -0.22
N 24.845 1.316 16.183 0.13
H 25.826 0.019 18.980 0.07
H 25.078 -0.245 20.662 0.07
H 26.078 1.199 20.156 0.07
H 23.876 1.862 20.522 0.11
H 23.330 0.481 19.381 0.10
H 24.933 3.026 18.921 0.12
H 23.271 2.954 18.343 0.09
C 23.536 -3.266 15.187 -0.10
C 22.537 -3.659 16.200 -0.32
C 22.415 -5.110 16.388 -0.23
C 23.603 -5.810 16.830 -0.23
N 24.443 -6.497 17.238 0.15
H 23.534 -2.191 15.007 0.08
H 23.333 -3.859 14.295 0.08
H 24.426 -3.748 15.591 0.08
H 21.578 -3.211 15.938 0.11
H 22.756 -3.318 17.212 0.12
H 22.046 -5.539 15.456 0.13
H 21.663 -5.292 17.155 0.13
C 17.556 -0.095 21.150 -0.10
C 17.966 0.841 19.990 -0.24
C 19.476 0.612 19.476 -0.14
C 19.388 -0.727 18.842 -0.23
N 19.244 -1.753 18.259 0.13
H 17.525 -1.147 20.863 0.07
H 16.592 0.145 21.597 0.07
H 18.302 0.025 21.935 0.07
H 17.749 1.868 20.282 0.09
H 17.222 0.699 19.207 0.08
H 20.267 0.877 20.177 0.11
H 19.713 1.264 18.635 0.07
C 23.006 -0.665 8.526 -0.12
C 23.371 -0.778 10.000 -0.27
C 24.222 -1.966 10.419 -0.18
C 25.656 -1.754 10.091 -0.21
N 26.806 -1.588 9.924 0.13
H 22.304 -1.416 8.164 0.07
H 23.817 -0.596 7.801 0.08
H 22.386 0.227 8.430 0.06
H 22.412 -0.714 10.513 0.09
H 23.749 0.229 10.180 0.11
H 23.850 -2.952 10.140 0.12
H 24.173 -2.046 11.505 0.11
C 16.756 -2.685 10.725 -0.12
C 16.636 -3.601 11.870 -0.27
C 17.862 -3.512 12.752 -0.20
C 17.880 -2.284 13.547 -0.19
N 17.894 -1.328 14.250 0.17
H 17.600 -2.945 10.087 0.09
H 16.691 -1.642 11.036 0.06
H 15.925 -2.761 10.024 0.08
H 16.541 -4.608 11.463 0.12
H 15.772 -3.453 12.519 0.12
H 18.814 -3.557 12.222 0.12
H 18.022 -4.332 13.453 0.12
C 16.459 1.895 13.150 -0.09
C 15.420 0.858 12.649 -0.27
C 14.085 1.342 12.231 -0.21
C 13.942 1.899 10.911 -0.23
N 13.842 2.388 9.884 0.16
H 16.079 2.428 14.021 0.04
H 16.796 2.596 12.385 0.07
H 17.341 1.327 13.445 0.03
H 15.274 0.111 13.430 0.10
H 15.847 0.216 11.878 0.08
H 13.825 2.197 12.855 0.12
H 13.386 0.527 12.416 0.13
C 19.159 2.160 9.486 -0.09
C 17.939 1.261 9.130 -0.23
C 17.225 1.770 7.872 -0.20
C 16.957 3.172 7.749 -0.26
N 16.648 4.281 7.561 0.15
H 19.841 2.336 8.655 0.07
H 19.783 1.608 10.189 0.05
H 18.888 3.065 10.030 0.08
H 17.266 1.152 9.980 0.08
H 18.226 0.217 9.007 0.10
H 16.265 1.324 7.614 0.12
H 17.946 1.664 7.061 0.12
C 19.517 5.612 21.644 -0.14
C 18.444 5.860 20.615 -0.19
C 19.156 6.089 19.180 -0.14
C 19.898 4.914 18.824 -0.25
N 20.502 3.973 18.521 0.17
H 19.821 4.596 21.894 0.07
H 19.200 6.000 22.612 0.08
H 20.503 6.002 21.389 0.07
H 17.988 6.817 20.867 0.10
H 17.734 5.038 20.707 0.08
H 19.958 6.828 19.164 0.13
H 18.604 6.240 18.252 0.09
C 20.671 0.561 13.334 -0.10
C 20.926 0.709 14.847 -0.25
C 20.992 2.117 15.365 -0.17
C 19.623 2.623 15.303 -0.20
N 18.500 3.000 15.373 0.18
H 20.169 1.424 12.896 0.06
H 19.944 -0.189 13.022 0.04
H 21.612 0.566 12.783 0.06
H 21.859 0.181 15.045 0.09
H 20.234 0.026 15.339 0.09
H 21.397 2.855 14.673 0.11
H 21.364 2.179 16.388 0.10
C 16.391 8.418 15.230 -0.09
C 17.350 7.397 15.951 -0.25
C 17.746 6.201 15.028 -0.19
C 18.490 6.681 13.803 -0.21
N 19.054 7.080 12.875 0.14
H 15.525 7.848 14.894 0.07
H 16.822 9.013 14.425 0.07
H 16.034 9.096 16.005 0.06
H 16.835 7.078 16.857 0.09
H 18.282 7.771 16.375 0.09
H 16.865 5.627 14.739 0.09
H 18.430 5.593 15.619 0.07
```

As for the orbital gap: 10.8877 eV. The LUMO energy is -0.1 eV. The HOMO energy comes out at -11.00 eV. Its spin multiplicity is 1. The SMILES is CCCC#N.CCCC#N.CCCC#N.CCCC#N.CCCC#N.CCCC#N.CCCC#N.CCCC#N.CCCC#N.CCCC#N.CCCC#N.CCCC#N.



Run ii
Computed, not measured: a cluster of 12 separate species, C48H84N12 in total, with wB97M-V/def2-TZVPD.

```
144
Properties=species:S:1:pos:R:3:lowdin_charge:R:1
C 1.205 3.039 -3.154 -0.10
C 0.349 1.922 -3.731 -0.28
C -0.292 2.261 -5.065 -0.19
C 0.692 2.753 -6.025 -0.25
N 1.497 3.113 -6.752 0.15
H 2.187 3.058 -3.640 0.07
H 1.368 2.926 -2.086 0.03
H 0.780 4.029 -3.352 0.08
H -0.445 1.658 -3.025 0.09
H 0.930 1.006 -3.845 0.06
H -1.092 2.993 -4.953 0.12
H -0.718 1.356 -5.510 0.12
C 0.722 6.016 1.533 -0.10
C -0.300 5.372 2.436 -0.28
C -1.494 6.238 2.873 -0.18
C -1.084 7.490 3.543 -0.24
N -0.769 8.445 4.053 0.14
H 1.417 5.262 1.157 0.07
H 1.325 6.747 2.076 0.08
H 0.251 6.493 0.674 0.08
H 0.186 4.976 3.333 0.11
H -0.733 4.522 1.902 0.05
H -2.072 5.677 3.605 0.09
H -2.111 6.588 2.045 0.10
C 0.004 2.013 0.390 -0.09
C -0.469 0.607 0.119 -0.23
C 0.685 -0.397 0.042 -0.18
C 1.715 0.026 -0.897 -0.23
N 2.508 0.399 -1.646 0.21
H 0.581 2.362 -0.482 0.05
H 0.625 2.124 1.277 0.06
H -0.809 2.742 0.381 0.03
H -0.981 0.576 -0.847 0.09
H -1.191 0.246 0.857 0.09
H 0.344 -1.361 -0.350 0.09
H 1.127 -0.590 1.020 0.09
C -1.681 2.182 4.622 -0.10
C -2.647 1.480 3.700 -0.26
C -3.213 2.414 2.628 -0.18
C -3.907 3.578 3.193 -0.24
N -4.400 4.511 3.596 0.18
H -0.983 2.800 4.048 0.07
H -1.117 1.470 5.225 0.06
H -2.194 2.849 5.318 0.08
H -3.437 1.004 4.284 0.12
H -2.132 0.666 3.180 0.09
H -3.897 1.882 1.969 0.08
H -2.381 2.852 2.073 0.07
C 2.327 -6.992 1.579 -0.12
C 3.591 -6.486 0.913 -0.26
C 3.983 -5.070 1.321 -0.19
C 3.003 -4.054 0.979 -0.21
N 2.302 -3.181 0.713 0.19
H 1.486 -6.365 1.302 0.05
H 2.465 -7.034 2.658 0.07
H 2.095 -8.010 1.258 0.07
H 3.504 -6.516 -0.179 0.11
H 4.443 -7.127 1.152 0.11
H 4.920 -4.853 0.799 0.12
H 4.253 -5.018 2.376 0.13
C 3.817 0.201 -4.900 -0.11
C 4.804 0.868 -5.854 -0.24
C 6.174 0.168 -5.794 -0.20
C 6.086 -1.273 -5.965 -0.25
N 6.007 -2.406 -6.100 0.15
H 2.903 0.793 -4.846 0.05
H 4.221 0.102 -3.893 0.07
H 3.551 -0.786 -5.283 0.06
H 4.947 1.919 -5.619 0.11
H 4.480 0.760 -6.891 0.11
H 6.670 0.380 -4.838 0.12
H 6.866 0.569 -6.541 0.12
C 3.171 1.803 2.003 -0.11
C 4.385 0.900 2.196 -0.24
C 4.103 -0.527 1.739 -0.21
C 5.288 -1.387 1.856 -0.24
N 6.195 -2.057 1.970 0.15
H 2.992 1.987 0.938 0.07
H 3.357 2.792 2.425 0.08
H 2.276 1.394 2.474 0.06
H 4.661 0.893 3.253 0.11
H 5.236 1.296 1.639 0.12
H 3.782 -0.610 0.697 0.09
H 3.340 -0.987 2.375 0.10
C -0.254 -2.704 6.680 -0.11
C -0.781 -2.085 5.412 -0.26
C 0.185 -2.139 4.220 -0.19
C 0.703 -3.474 3.957 -0.24
N 1.109 -4.514 3.741 0.18
H -0.077 -3.766 6.531 0.07
H -0.975 -2.568 7.486 0.08
H 0.670 -2.234 7.032 0.08
H -1.214 -1.093 5.521 0.09
H -1.645 -2.707 5.123 0.12
H 1.038 -1.463 4.374 0.12
H -0.304 -1.758 3.317 0.10
C -1.962 -3.911 0.890 -0.09
C -1.412 -4.517 -0.373 -0.25
C -2.319 -5.619 -0.938 -0.18
C -3.579 -5.062 -1.401 -0.21
N -4.548 -4.535 -1.760 0.17
H -1.335 -3.071 1.197 0.06
H -1.955 -4.635 1.704 0.09
H -2.968 -3.525 0.733 0.04
H -0.431 -4.963 -0.197 0.10
H -1.298 -3.747 -1.135 0.10
H -2.515 -6.366 -0.165 0.12
H -1.829 -6.137 -1.765 0.12
C -3.733 0.179 -1.504 -0.10
C -3.453 -1.222 -0.934 -0.25
C -4.673 -1.760 -0.160 -0.20
C -5.097 -0.812 0.869 -0.21
N -5.435 -0.057 1.686 0.16
H -3.655 0.991 -0.778 0.06
H -4.740 0.232 -1.930 0.08
H -3.032 0.372 -2.319 0.06
H -2.594 -1.180 -0.255 0.08
H -3.146 -1.863 -1.757 0.09
H -4.532 -2.719 0.331 0.08
H -5.536 -1.806 -0.829 0.12
C 1.287 -4.605 -4.720 -0.11
C 2.257 -3.480 -4.448 -0.26
C 1.896 -2.643 -3.222 -0.19
C 0.578 -2.036 -3.321 -0.23
N -0.446 -1.507 -3.393 0.18
H 0.305 -4.228 -5.015 0.07
H 1.144 -5.204 -3.814 0.07
H 1.662 -5.276 -5.491 0.08
H 2.368 -2.861 -5.339 0.10
H 3.249 -3.905 -4.272 0.11
H 2.599 -1.814 -3.121 0.09
H 1.939 -3.249 -2.316 0.11
C -6.065 3.943 0.305 -0.11
C -5.975 5.388 -0.130 -0.24
C -4.673 6.072 0.291 -0.18
C -3.508 5.225 0.180 -0.23
N -2.586 4.549 0.079 0.20
H -7.008 3.490 -0.002 0.08
H -5.979 3.838 1.388 0.06
H -5.270 3.333 -0.137 0.06
H -6.806 5.932 0.318 0.11
H -6.074 5.455 -1.214 0.11
H -4.710 6.370 1.348 0.12
H -4.494 6.995 -0.261 0.12
```

As for the orbital gap: 11.5418 eV. The LUMO energy is 0.1 eV. The HOMO energy comes out at -11.42 eV. Its spin multiplicity is 1. The SMILES is CCCC#N.CCCC#N.CCCC#N.CCCC#N.CCCC#N.CCCC#N.CCCC#N.CCCC#N.CCCC#N.CCCC#N.CCCC#N.CCCC#N.



Which structure loses on stability? run i does.



Run i
Computed, not measured: a cluster of 2 separate species, C6H14N2 in total, with wB97M-V/def2-TZVPD.

```
22
Properties=species:S:1:pos:R:3:nbo_charge:R:1
C 2.647 -1.274 0.153 -0.63
C 1.756 -0.443 -0.773 -0.21
C 1.389 1.490 0.677 -0.43
C -2.983 -0.423 -0.536 -0.29
C -2.019 0.682 -0.548 -0.05
C -1.198 1.578 -0.550 -0.20
H 3.303 -1.934 -0.430 0.21
H 3.286 -0.643 0.780 0.20
H 2.046 -1.903 0.815 0.20
H 2.384 0.176 -1.428 0.18
H 1.191 -1.111 -1.436 0.19
H 0.183 -0.120 0.459 0.35
H 2.020 1.149 1.504 0.18
H 2.016 2.130 0.036 0.19
H 0.606 2.141 1.104 0.20
H -2.859 -0.792 1.469 0.35
H -4.230 -1.368 0.761 0.35
H -2.470 -1.330 -0.914 0.18
H -3.788 -0.215 -1.259 0.21
H -0.493 2.351 -0.542 0.22
N 0.799 0.432 -0.125 -0.61
N -3.587 -0.574 0.784 -0.81
```

As for the orbital gap: 8.7842 eV. The LUMO energy is 0.9 eV. The HOMO energy comes out at -7.92 eV. Its spin multiplicity is 1. The SMILES is C#CCN.CCNC.



Run ii
Computed, not measured: an isolated molecule of C6H14N2, with wB97M-V/def2-TZVPD.

```
22
Properties=species:S:1:pos:R:3:nbo_charge:R:1
C -0.738 0.841 -0.010 -0.07
C 0.628 -1.241 -0.679 -0.04
C 0.237 -0.174 0.525 -0.41
C -0.293 -2.459 -0.637 -0.63
N -0.268 1.654 -1.078 -0.84
N 2.042 -1.544 -0.506 -0.84
C -1.004 1.723 1.361 -0.18
C -0.832 3.031 1.403 -0.42
H -1.695 0.381 -0.276 0.20
H 0.556 -0.799 -1.681 0.17
H 0.712 1.898 -0.956 0.36
H -0.391 1.224 -1.985 0.37
H 2.186 -2.015 0.383 0.35
H 2.373 -2.176 -1.230 0.35
H -0.160 -0.728 1.373 0.20
H 1.171 0.299 0.826 0.22
H -1.335 1.176 2.237 0.19
H -0.271 -2.917 0.353 0.20
H -1.319 -2.166 -0.855 0.21
H 0.016 -3.209 -1.368 0.20
H -1.078 3.619 2.276 0.20
H -0.535 3.583 0.525 0.20
```

As for the orbital gap: 10.0600 eV. The LUMO energy is 1.1 eV. The HOMO energy comes out at -9.00 eV. Its spin multiplicity is 1. The SMILES is C=C[C@@H](N)C[C@H](C)N.



Which structure loses on stability? run i does.